# 1
142
Properties=species:S:1:pos:R:3:mulliken_charge:R:1 method="wB97M-V/def2-TZVPD" fmax_ev_per_a=3.6 multiplicity=3 charge=-1 s2=2.033 total_energy_ha=-9968.03350 e_lumo_ev="2.2808 / 2.2647" gap_ev="5.05 / 7.00" de_lowest_kj_mol=89.4
Ti 1.183 -0.446 -0.256 -1.23
C 0.172 -2.387 -5.371 -1.59
C 0.266 -1.359 -4.249 1.42
C -0.898 -0.375 -4.370 -1.62
P 0.450 -1.916 -2.433 2.09
C 0.838 -3.783 -2.371 2.56
C 2.064 -4.182 -3.196 -1.90
C -0.289 -4.789 -2.612 -1.44
C -1.297 -1.976 -1.906 -0.68
C -2.297 -2.518 -2.702 -0.27
C -3.620 -2.586 -2.303 0.98
C -4.664 -3.206 -3.183 -1.95
C -3.941 -2.070 -1.051 -1.35
C -2.975 -1.529 -0.239 -0.39
C -1.613 -1.466 -0.623 0.29
N -0.644 -1.004 0.208 0.93
C -1.012 -0.834 1.550 -1.46
C -1.742 0.280 1.983 -0.54
C -2.197 0.367 3.284 -1.07
C -1.936 -0.649 4.198 0.52
C -2.417 -0.543 5.616 -1.88
C -1.232 -1.767 3.767 0.20
C -0.777 -1.885 2.461 -0.20
P 0.127 -3.328 1.741 0.89
C 1.243 -3.707 3.212 0.55
C 2.171 -2.528 3.460 -1.52
C 2.041 -4.979 2.937 -1.61
C -1.106 -4.773 1.947 0.66
C -1.440 -5.308 3.337 -1.77
C -2.394 -4.438 1.205 -1.16
H 0.175 -1.859 -6.326 0.52
H -0.748 -2.964 -5.315 0.09
H 1.016 -3.065 -5.365 0.35
H 1.202 -0.802 -4.397 -0.05
H -1.829 -0.898 -4.566 0.64
H -0.723 0.318 -5.191 0.42
H -1.029 0.195 -3.453 0.07
H 1.101 -3.848 -1.305 -1.47
H 1.786 -4.422 -4.221 0.51
H 2.525 -5.074 -2.769 0.46
H 2.796 -3.378 -3.195 0.31
H -0.581 -4.822 -3.661 0.22
H -1.163 -4.566 -2.003 0.09
H 0.074 -5.781 -2.334 0.53
H -2.038 -2.932 -3.663 0.12
H -4.236 -3.997 -3.796 0.40
H -5.100 -2.463 -3.852 0.32
H -5.468 -3.627 -2.583 0.41
H -4.966 -2.109 -0.702 0.36
H -3.257 -1.161 0.735 0.44
H -2.019 1.046 1.263 0.70
H -2.807 1.212 3.577 0.50
H -3.279 0.119 5.680 0.42
H -1.627 -0.131 6.246 0.29
H -2.691 -1.521 6.013 0.43
H -1.061 -2.574 4.466 0.40
H 0.630 -3.857 4.107 0.63
H 2.715 -2.269 2.552 0.09
H 2.892 -2.758 4.246 0.58
H 1.598 -1.654 3.763 0.14
H 2.712 -4.817 2.098 0.09
H 1.385 -5.815 2.695 0.37
H 2.637 -5.251 3.810 0.47
H -0.611 -5.581 1.387 0.54
H -1.980 -4.563 3.916 0.23
H -0.551 -5.614 3.884 0.35
H -2.084 -6.185 3.234 0.55
H -2.902 -3.601 1.680 0.15
H -3.069 -5.296 1.210 0.58
H -2.187 -4.165 0.172 -0.11
S 2.383 0.278 1.743 -0.12
C 2.156 1.217 3.190 1.05
C 2.904 0.889 4.327 -0.49
C 2.898 1.705 5.436 -0.97
C 2.167 2.885 5.424 -1.00
C 1.415 3.214 4.305 -0.08
C 1.366 2.376 3.200 -1.06
As 0.326 2.630 1.560 1.34
C -0.965 3.936 2.389 0.77
C -1.467 3.649 3.661 -0.87
C -2.397 4.463 4.277 -0.89
C -2.900 5.569 3.610 -0.66
C -2.459 5.842 2.327 -0.68
C -1.504 5.036 1.727 -0.72
C 1.494 3.937 0.672 0.93
C 2.773 4.234 1.126 -1.13
C 3.593 5.095 0.415 -0.72
C 3.151 5.667 -0.767 -0.82
C 1.884 5.367 -1.240 -0.86
C 1.074 4.501 -0.530 0.41
H 3.505 -0.007 4.303 0.56
H 3.476 1.433 6.310 0.39
H 2.187 3.547 6.280 0.41
H 0.865 4.149 4.304 0.60
H -1.092 2.781 4.188 0.91
H -2.733 4.239 5.282 0.43
H -3.630 6.209 4.087 0.37
H -2.859 6.692 1.790 0.45
H -1.162 5.277 0.727 0.29
H 3.134 3.779 2.041 0.38
H 4.585 5.322 0.782 0.45
H 3.792 6.334 -1.326 0.37
H 1.528 5.806 -2.163 0.46
H 0.096 4.245 -0.919 -0.20
C 4.211 1.259 -0.658 -1.16
O 3.093 0.513 -1.115 1.34
C 2.616 0.977 -2.329 -0.66
C 3.398 1.073 -3.480 -0.43
C 2.803 1.633 -4.600 -0.72
Br 3.817 1.705 -6.220 -0.25
C 1.540 2.172 -4.587 -1.23
C 0.740 2.084 -3.415 0.33
C 1.276 1.362 -2.288 1.25
O 0.585 1.073 -1.197 -0.35
C -0.504 2.697 -3.283 -0.87
N -1.220 2.702 -2.108 1.66
C -2.301 3.516 -2.225 0.49
C -3.236 3.908 -1.285 -0.54
C -4.239 4.767 -1.722 -0.98
C -4.296 5.199 -3.035 -0.48
C -3.333 4.831 -3.980 -1.04
C -2.319 4.000 -3.549 0.54
N -1.214 3.481 -4.181 0.12
H 3.917 2.298 -0.448 0.06
H 5.009 1.246 -1.406 0.42
H 4.555 0.763 0.249 0.29
H 4.403 0.684 -3.508 0.44
H 1.150 2.665 -5.464 0.48
H -0.920 2.155 -1.302 -1.20
H -3.171 3.567 -0.264 0.60
H -4.986 5.093 -1.015 0.43
H -5.104 5.844 -3.344 0.38
H -3.380 5.183 -4.999 0.44
H -0.950 3.670 -5.130 0.22
C 3.895 -3.914 -0.231 -1.51
S 3.418 -2.165 -0.460 1.98
O 4.410 -1.447 0.296 -0.62
O 3.404 -1.920 -1.888 -0.53
O 2.045 -2.074 0.109 -0.01
H 4.580 -4.167 -1.028 0.51
H 3.020 -4.549 -0.249 0.25
H 4.400 -3.959 0.725 0.47

***

# 2
15
Properties=species:S:1:pos:R:3:nbo_charge:R:1 method="wB97M-V/def2-TZVPD" fmax_ev_per_a=0.5 total_energy_ha=-196.47402 e_lumo_ev=1.2966 gap_ev=11.75 de_lowest_kj_mol=90.3 smiles=CC1CCC1
C -0.275 -1.729 -0.772 -0.61
C 0.259 -0.519 0.017 -0.21
C -0.584 0.265 1.065 -0.40
C 0.073 1.575 0.566 -0.40
C 0.619 0.825 -0.672 -0.40
H 0.561 -2.382 -1.036 0.21
H -0.973 -2.324 -0.169 0.21
H -0.792 -1.494 -1.714 0.21
H 1.160 -0.821 0.563 0.19
H -1.672 0.254 0.935 0.20
H -0.362 -0.010 2.102 0.20
H 0.863 1.943 1.227 0.20
H -0.609 2.406 0.360 0.20
H 1.683 0.963 -0.891 0.20
H 0.048 1.048 -1.580 0.20

***

# 3
15
Properties=species:S:1:pos:R:3:nbo_charge:R:1 method="wB97M-V/def2-TZVPD" fmax_ev_per_a=5.2 total_energy_ha=-196.22635 e_lumo_ev=-0.4492 gap_ev=6.84 de_lowest_kj_mol=740.5
C -0.304 -0.112 -1.751 -0.28
C -0.998 -0.809 -0.695 -0.37
C 0.092 0.206 -0.168 -0.25
C 0.714 -0.133 1.051 -0.11
C 1.179 0.973 2.004 -0.69
H -3.119 -1.489 -3.822 0.00
H -2.689 -1.124 -3.342 0.00
H -0.653 0.730 -2.310 0.17
H -0.685 -1.878 -0.646 0.21
H -1.934 -0.682 -0.113 0.19
H -0.271 1.239 -0.100 0.22
H 1.299 -1.040 0.971 0.20
H 1.802 0.203 2.427 0.24
H 1.609 1.963 1.690 0.23
H 0.406 1.361 2.733 0.23

***

# 4
15
Properties=species:S:1:pos:R:3:nbo_charge:R:1 method="wB97M-V/def2-TZVPD" fmax_ev_per_a=3.5 total_energy_ha=-196.40933 e_lumo_ev=1.1451 gap_ev=10.51 de_lowest_kj_mol=260.1 smiles="C=CC.C=C"
C 1.512 -0.890 -0.304 -0.39
C 2.790 -1.217 -0.122 -0.38
H 1.045 0.127 0.001 0.20
H 0.982 -1.505 -1.016 0.20
H 3.495 -0.468 0.208 0.19
H 3.171 -2.164 -0.373 0.19
C -0.898 1.239 1.146 -0.69
C -1.245 0.865 -0.249 -0.18
C -2.230 -0.018 -0.623 -0.41
H 0.007 1.925 1.297 0.23
H -1.827 1.725 1.596 0.24
H -0.708 0.270 1.745 0.23
H -0.670 1.305 -1.067 0.20
H -2.455 -0.339 -1.597 0.20
H -2.615 -0.746 0.118 0.18

***

# 5
15
Properties=species:S:1:pos:R:3:nbo_charge:R:1 method="wB97M-V/def2-TZVPD" fmax_ev_per_a=17.2 total_energy_ha=-196.35180 e_lumo_ev=1.2318 gap_ev=10.45 de_lowest_kj_mol=411.2 smiles="C/C=C/CC"
C 1.923 -0.647 -0.076 -0.58
C 1.342 0.704 0.094 -0.41
C -0.154 0.787 0.026 -0.19
C -0.986 -0.194 0.039 -0.20
C -2.473 -0.092 -0.027 -0.54
H 1.696 -0.976 -0.889 0.18
H 2.925 -0.729 0.027 0.21
H 1.628 -1.396 0.699 0.19
H 1.779 1.007 1.061 0.21
H 1.878 1.448 -0.751 0.19
H -0.561 1.883 -0.265 0.18
H -0.508 -1.187 0.024 0.19
H -2.687 0.724 -0.163 0.16
H -3.028 -0.573 0.952 0.19
H -2.774 -0.761 -0.749 0.21

***

# 6
15
Properties=species:S:1:pos:R:3:nbo_charge:R:1 method="wB97M-V/def2-TZVPD" fmax_ev_per_a=1.3 total_energy_ha=-196.48172 e_lumo_ev=1.1308 gap_ev=9.89 de_lowest_kj_mol=70.0 smiles="CC=C(C)C"
C -1.376 -0.797 -1.320 -0.65
C -0.952 0.138 -0.219 -0.20
C 0.262 0.237 0.314 0.01
C 1.357 -0.756 -0.088 -0.66
C 0.579 1.282 1.370 -0.64
H -2.063 -1.596 -0.927 0.22
H -1.927 -0.240 -2.108 0.22
H -0.488 -1.302 -1.781 0.21
H -1.706 0.860 0.124 0.19
H 2.274 -0.616 0.507 0.21
H 1.084 -1.787 0.046 0.22
H 1.630 -0.594 -1.133 0.22
H 1.626 1.225 1.651 0.21
H 0.386 2.285 1.001 0.22
H -0.037 1.141 2.277 0.22

***

# 7
15
Properties=species:S:1:pos:R:3:nbo_charge:R:1 method="wB97M-V/def2-TZVPD" fmax_ev_per_a=0.9 total_energy_ha=-196.32499 e_lumo_ev=0.6889 gap_ev=8.52 de_lowest_kj_mol=481.5
C -0.862 -1.895 0.843 -0.71
C 0.704 -0.177 0.432 -0.03
C 0.023 1.159 0.671 -0.49
C 0.758 1.553 -0.653 -0.39
C 0.653 0.048 -1.067 -0.49
H -0.728 -2.604 0.020 0.22
H -0.954 -2.394 1.815 0.22
H -1.691 -1.207 0.660 0.21
H 0.225 -1.320 0.966 0.22
H -1.061 1.205 0.475 0.20
H 0.249 1.688 1.608 0.21
H 1.790 1.879 -0.488 0.21
H 0.241 2.272 -1.299 0.22
H 1.439 -0.412 -1.682 0.21
H -0.326 -0.097 -1.552 0.20

***

# 8
15
Properties=species:S:1:pos:R:3:nbo_charge:R:1 method="wB97M-V/def2-TZVPD" fmax_ev_per_a=0.4 total_energy_ha=-196.31691 e_lumo_ev=0.3831 gap_ev=8.83 de_lowest_kj_mol=502.8
C 2.234 -0.018 0.167 -0.79
C 1.390 1.149 0.479 -0.03
C -0.893 -0.679 0.227 -0.43
C -2.151 -0.402 -0.535 -0.42
C -1.052 0.624 -0.524 -0.43
H 3.173 0.402 0.590 0.28
H 2.061 -0.982 0.667 0.20
H 2.433 -0.160 -0.900 0.22
H 0.986 0.973 1.499 0.09
H -0.203 -1.416 -0.173 0.21
H -0.932 -0.653 1.313 0.21
H -3.052 -0.187 0.030 0.21
H -2.319 -0.953 -1.456 0.21
H -1.204 1.533 0.047 0.23
H -0.474 0.770 -1.431 0.23

***

# 9
15
Properties=species:S:1:pos:R:3:nbo_charge:R:1 method="wB97M-V/def2-TZVPD" fmax_ev_per_a=0.8 total_energy_ha=-196.47876 e_lumo_ev=1.2804 gap_ev=10.35 de_lowest_kj_mol=77.8 smiles="C/C=C/CC"
C -2.390 0.136 0.536 -0.60
C -1.163 -0.713 0.185 -0.44
C 0.084 0.128 0.006 -0.18
C 1.283 -0.339 -0.347 -0.19
C 2.539 0.483 -0.513 -0.65
H -3.314 -0.458 0.623 0.21
H -2.216 0.618 1.523 0.20
H -2.542 0.934 -0.212 0.20
H -1.008 -1.452 0.970 0.21
H -1.316 -1.257 -0.756 0.21
H -0.047 1.210 0.163 0.19
H 1.401 -1.391 -0.513 0.19
H 3.388 -0.121 -0.870 0.21
H 2.438 1.284 -1.249 0.22
H 2.863 0.939 0.455 0.22

***

# 10
15
Properties=species:S:1:pos:R:3:nbo_charge:R:1 method="wB97M-V/def2-TZVPD" fmax_ev_per_a=4.6 total_energy_ha=-196.43236 e_lumo_ev=1.1706 gap_ev=10.29 de_lowest_kj_mol=199.7 smiles="C=CCCC"
C -0.393 0.023 1.705 -0.61
C 0.307 -1.066 0.826 -0.39
C 0.745 -0.679 -0.593 -0.43
C -0.298 0.185 -1.242 -0.16
C -0.353 1.577 -1.087 -0.41
H 0.045 0.941 1.568 0.21
H -1.544 0.084 1.612 0.21
H -0.068 -0.191 2.707 0.21
H 1.196 -1.360 1.340 0.20
H -0.255 -2.001 0.729 0.20
H 0.801 -1.680 -1.348 0.20
H 1.622 -0.141 -0.397 0.21
H -1.093 -0.293 -1.747 0.19
H 0.452 2.209 -0.806 0.18
H -1.209 2.189 -1.319 0.19